# 1
ORCA calculation (the ωB97M-V functional and the def2-TZVPD basis) on a cluster of 10 separate species, C12H44O16 in total.

Each line ends with the Löwdin charge.
CARTESIAN COORDINATES (ANGSTROEM)
C 2.6475 2.7270 -3.4072  -0.252
C 1.5465 1.7505 -3.7790  -0.211
O 0.8760 1.2806 -2.6220  -0.104
O 2.1567 4.0556 -3.4545  -0.049
H 3.5275 2.5181 -4.0287  0.120
H 3.0653 2.4355 -2.4326  0.114
H 1.9472 0.9312 -4.3861  0.121
H 0.8683 2.2949 -4.4444  0.131
H -0.0364 1.0288 -2.8390  0.048
H 2.9406 4.5915 -3.2766  0.094
C 0.6847 3.3364 -0.1667  -0.202
C -0.6868 2.7375 0.1410  -0.227
O -0.6173 1.8472 1.2456  -0.085
O 1.3051 3.7836 1.0431  -0.075
H 0.4844 4.1604 -0.8558  0.129
H 1.3306 2.5628 -0.5751  0.098
H -1.0367 2.1963 -0.7434  0.108
H -1.4126 3.5497 0.2952  0.120
H -0.0049 2.2925 1.8546  0.091
H 0.9112 4.6298 1.2895  0.112
C -1.2074 -3.6395 -1.3983  -0.243
C -1.5260 -5.1309 -1.4707  -0.234
O -1.5247 -5.6249 -2.8029  -0.064
O 0.1320 -3.3949 -1.7594  -0.076
H -1.3999 -3.2966 -0.3803  0.114
H -1.9100 -3.0250 -1.9783  0.114
H -2.4476 -5.3225 -0.9066  0.118
H -0.7791 -5.7486 -0.9728  0.128
H -2.3275 -5.3546 -3.2605  0.085
H 0.2567 -3.6428 -2.6832  0.101
C -1.0932 -1.3207 4.5155  -0.227
C -0.0352 -0.9019 3.4965  -0.223
O 0.0474 -1.8800 2.4552  -0.085
O -0.6589 -2.5070 5.1915  -0.080
H -2.0583 -1.5525 4.0671  0.106
H -1.0702 -0.5116 5.2498  0.118
H 0.9618 -0.8488 3.9309  0.123
H -0.3255 0.0887 3.1311  0.102
H -0.3526 -1.5165 1.6512  0.041
H -0.5763 -3.1914 4.5168  0.078
C -4.5081 1.0940 1.5211  -0.229
C -3.8044 -0.2010 1.1731  -0.233
O -4.0190 -1.1396 2.2216  -0.060
O -5.9230 0.9360 1.3001  -0.072
H -4.1519 1.8673 0.8271  0.112
H -4.3457 1.4316 2.5451  0.125
H -2.7312 -0.0023 1.1051  0.090
H -4.1786 -0.5897 0.2244  0.125
H -4.1450 -2.0180 1.8580  0.084
H -6.3508 1.4985 1.9503  0.077
C 4.1679 2.0334 1.4655  -0.227
C 3.9690 0.7498 0.7195  -0.219
O 2.5750 0.3844 0.7186  -0.086
O 4.0852 3.1936 0.6146  -0.087
H 5.1823 2.0237 1.8767  0.115
H 3.4750 2.2283 2.2857  0.123
H 4.5258 -0.0657 1.1937  0.119
H 4.2794 0.8519 -0.3241  0.120
H 2.4667 -0.3302 0.0782  0.030
H 3.1968 3.5513 0.7407  0.031
O 1.6980 -3.4400 0.6896  -0.060
H 1.7467 -2.5555 1.0735  0.008
H 1.7456 -3.3014 -0.2635  0.002
O 1.8481 -1.0303 -1.6871  -0.074
H 1.4965 -1.6252 -2.3561  0.044
H 1.7519 -0.1133 -2.0678  0.037
O -0.6291 -0.7605 -0.2033  -0.058
H 0.1883 -0.7243 -0.7405  0.025
H -0.7334 0.1419 0.1404  0.020
O -1.6012 0.1375 -2.8333  -0.047
H -1.4855 -0.4123 -2.0355  0.022
H -2.3937 -0.2023 -3.2619  0.063

The LUMO energy is -0.04 eV. Its energy above the lowest of the compared OMol25 structures with the same formula, charge and spin is 58.4 kJ/mol. The total energy is -1687.3601 a.u. The HOMO energy is -9.3 eV. The calculation puts the gap between HOMO and LUMO at 9.21 eV.

# 2
ORCA calculation (the ωB97M-V functional and the def2-TZVPD basis) on a cluster of 11 separate species, C12H45BF4NO10 in total.

Each line ends with the Löwdin charge.
CARTESIAN COORDINATES (ANGSTROEM)
B -0.6040 0.1613 -0.4497  -1.469
F 0.6461 0.2258 0.1395  0.096
F -1.4845 0.5590 0.4575  0.173
F -0.5742 1.0808 -1.4802  0.092
F -0.8432 -1.0598 -1.0254  0.119
C -4.4826 -1.3820 7.2111  -0.089
C -4.1001 -1.5998 5.7094  -0.328
O -3.4017 -0.4376 5.3711  -0.072
H -5.0936 -2.2739 7.3498  0.060
H -4.9825 -0.4658 7.5256  0.071
H -3.5906 -1.5118 7.8240  0.062
H -5.0652 -1.7756 5.2343  0.101
H -3.5020 -2.5007 5.5726  0.107
H -3.2761 -0.4075 4.4198  0.088
C 2.2532 -4.6326 4.1225  -0.077
C 1.4863 -5.9601 4.1258  -0.362
O 2.1804 -6.9946 4.7494  -0.072
H 3.2980 -4.8220 3.8761  0.070
H 2.0855 -4.2472 5.1282  0.073
H 1.8766 -3.9992 3.3194  0.076
H 1.2732 -6.1919 3.0823  0.102
H 0.5100 -5.9121 4.6082  0.112
H 2.9493 -7.0698 4.1795  0.078
C 4.1456 -3.2029 -1.3037  -0.097
C 5.3278 -3.2754 -2.2120  -0.371
O 6.4335 -3.5249 -1.4275  -0.074
H 3.8157 -4.2112 -1.0536  0.074
H 3.3259 -2.6877 -1.8044  0.081
H 4.3894 -2.6654 -0.3873  0.076
H 5.4376 -2.3528 -2.7820  0.113
H 5.1213 -4.1376 -2.8461  0.113
H 6.6274 -2.6928 -0.9899  0.086
C -6.0674 -3.8490 -2.2611  -0.094
C -4.9027 -4.2086 -1.3915  -0.364
O -3.8662 -4.6033 -2.2126  -0.064
H -5.7442 -3.2943 -3.1420  0.071
H -6.8964 -3.3529 -1.7563  0.072
H -6.5230 -4.7390 -2.6953  0.068
H -5.1584 -5.0501 -0.7475  0.104
H -4.6027 -3.4345 -0.6852  0.116
H -3.0884 -4.0924 -1.9766  0.092
O -5.7372 1.2039 0.8891  -0.057
H -5.8047 1.8306 1.6094  0.025
H -4.8222 1.2540 0.6123  0.029
O -4.2786 0.4226 -3.5526  -0.051
H -4.6963 -0.3969 -3.2878  0.017
H -3.4321 0.4159 -3.1057  0.030
O 2.6097 2.5038 3.9549  -0.055
H 2.9281 1.7839 3.4103  0.032
H 2.2960 2.0799 4.7537  0.026
O 0.6054 4.4753 0.7545  -0.053
H 0.9706 4.4436 1.6388  0.023
H 0.5767 3.5607 0.4738  0.029
O -2.5163 5.2928 -1.9194  -0.057
H -2.5357 4.4552 -2.3823  0.029
H -1.7475 5.2357 -1.3520  0.020
C 3.5357 3.3470 -4.8794  -0.065
C 3.6995 4.4379 -3.7872  -0.468
C 2.6710 5.4963 -3.7926  -0.212
O 2.8980 6.5749 -2.8838  -0.186
C 2.0516 7.6791 -2.9372  -0.128
N 3.7560 3.7161 -2.5346  0.055
H 4.4050 2.7092 -4.7193  0.073
H 3.5501 3.7778 -5.8805  0.071
H 2.6980 2.6591 -4.7643  0.076
H 4.6477 4.8691 -4.1083  0.135
H 1.6923 5.0409 -3.6415  0.137
H 2.6564 6.0132 -4.7522  0.121
H 1.7732 7.9611 -3.9526  0.080
H 2.5263 8.5459 -2.4773  0.084
H 1.1267 7.5212 -2.3824  0.085
H 2.8974 3.1869 -2.4821  0.078
H 3.6661 4.4956 -1.8986  0.064

The LUMO energy is 2.18 eV. Its energy above the lowest of the compared OMol25 structures with the same formula, charge and spin is 302.6 kJ/mol. The total energy is -1715.8694 a.u. The HOMO energy is -7.6 eV. Its charge is -1. The calculation puts the gap between HOMO and LUMO at 9.76 eV.

# 3
ORCA calculation (the ωB97M-V functional and the def2-TZVPD basis) on a structure of composition C12H46O11.

Each line ends with the Löwdin charge.
CARTESIAN COORDINATES (ANGSTROEM)
C 1.3966 2.9235 0.5802  -0.178
O 2.2890 3.4618 -0.3683  -0.090
H 1.1290 1.9176 0.2565  0.018
H 1.6675 2.7547 1.6224  0.074
H 0.4341 3.4169 0.7152  0.091
H 2.3845 4.3717 -0.0775  0.099
C 0.0084 0.1966 0.3666  -0.100
O -0.3769 -0.7323 1.4500  -0.144
H -0.1479 1.2482 0.6070  0.076
H 1.0925 0.2116 0.2545  0.039
H -0.4480 0.0896 -0.6175  0.073
H 0.1744 -1.5182 1.4455  -0.333
C -2.3483 -1.6467 -0.6088  -0.163
O -3.5982 -2.0537 -0.1567  -0.059
H -2.2322 -1.9579 -1.6469  0.069
H -2.2852 -0.5596 -0.6581  0.076
H -1.4752 -1.9880 -0.0526  0.088
H -4.0623 -2.4229 -0.9117  0.077
C -0.6452 -1.8789 3.6074  -0.144
O -0.6945 -1.0425 4.7271  -0.079
H -1.3006 -1.5928 2.7849  0.091
H 0.3610 -1.7165 3.2209  0.065
H -0.8494 -2.8742 4.0021  0.106
H -1.6065 -1.0847 5.0240  0.082
C 2.8475 -0.7507 2.6875  -0.039
C 2.3100 0.4654 1.9560  -0.347
O 3.2462 1.4819 2.0336  -0.062
H 3.0873 -0.4267 3.7003  0.093
H 3.6686 -1.1658 2.1031  0.081
H 2.1337 -1.5606 2.8384  0.056
H 1.3712 0.9191 2.2738  0.129
H 2.1702 0.1016 0.9380  0.036
H 3.0816 2.0840 2.7629  0.098
C 1.1820 2.6126 -2.4633  -0.065
C 0.5665 1.3398 -1.9574  -0.308
O 0.7406 0.3412 -2.9566  -0.065
H 0.9664 3.4259 -1.7704  0.061
H 0.7514 2.8435 -3.4376  0.079
H 2.2586 2.5050 -2.5958  0.085
H -0.4999 1.5204 -1.8225  0.098
H 1.0341 1.1001 -1.0024  0.065
H 0.0020 -0.2432 -2.7711  -0.144
C 2.4106 -1.9752 0.1007  -0.033
C 0.9838 -2.5274 0.1879  -0.116
O 0.5175 -2.3909 1.5671  -0.019
H 3.0041 -2.5619 0.8018  0.085
H 2.4636 -0.8941 0.2297  0.047
H 2.8337 -2.1740 -0.8839  0.102
H 0.9756 -3.5593 -0.1630  0.135
H 0.2651 -2.0697 -0.4918  0.110
H 0.8258 -3.1010 2.1347  0.162
C -1.7333 0.1609 -4.2390  -0.053
C -1.7261 -0.9510 -3.2228  -0.251
O -0.9697 -0.4840 -2.1602  -0.223
H -2.3569 0.9775 -3.8750  0.074
H -2.1951 -0.1977 -5.1589  0.081
H -0.7573 0.5142 -4.5718  0.090
H -1.2218 -1.7486 -3.7684  0.141
H -2.7398 -1.2806 -2.9952  0.121
H -1.5044 0.1050 -1.6228  -0.311
O -1.9879 1.8216 0.2596  0.108
H -2.8447 1.6415 0.6464  0.153
H -1.6424 2.5529 0.7715  0.153
O -1.9197 0.9682 -1.5782  0.064
H -1.7561 1.3562 -0.7186  -0.165
H -2.7510 1.3503 -1.8597  0.168
O -2.3214 0.0694 1.7034  -0.050
H -1.5537 -0.5022 1.7122  -0.146
H -2.0826 0.7829 1.1118  -0.109

The LUMO energy is -0.10 eV. Its energy above the lowest of the compared OMol25 structures with the same formula, charge and spin is 2573.9 kJ/mol. The total energy is -1311.4641 a.u. The HOMO energy is -8.1 eV. The calculation puts the gap between HOMO and LUMO at 8.04 eV.